Density functional theory data (ωB97M-V with the def2-TZVPD basis set) for a 2-piece molecular cluster, C3H9N3 overall at a distorted geometry.

The energy above the lowest of the compared OMol25 structures with the same formula, charge and spin comes out at 97.1 kcal per mole. For the LUMO energy, the calculation gives -9.316 eV. The total energy is -7705.0742 eV. The HOMO energy comes out at -19.6253 eV. Its net charge is +2.

Each line ends with the natural charge from an NBO analysis.
Cartesian coordinates (Å):
1 C -1.095 0.579 -0.354  0.6276
2 C 1.932 -0.452 -0.010  0.2725
3 C -3.450 0.011 -0.051  -0.4112
4 N 0.881 0.231 0.298  -0.5442
5 N -1.924 -0.142 0.121  -0.6754
6 N 3.249 0.184 -0.162  -0.7469
7 H 1.759 -1.609 -0.063  0.2784
8 H -3.796 0.415 0.917  0.2727
9 H -3.851 -1.048 -0.188  0.2698
10 H -3.752 0.510 -0.986  0.2808
11 H 0.993 1.248 0.405  0.4004
12 H -1.663 -1.018 0.629  0.5048
13 H 4.078 -0.324 0.424  0.5179
14 H 3.167 1.118 0.205  0.4591
15 H 3.472 0.297 -1.186  0.4935

=====

Density functional theory data (ωB97M-V with the def2-TZVPD basis set) for a 10-piece molecular cluster, C30H80O30S10 overall at a distorted geometry.

The energy above the lowest of the compared OMol25 structures with the same formula, charge and spin comes out at 31.4 kcal per mole. As for the SMILES: CCOS(C)(=O)=O.CCOS(C)(=O)=O.CCOS(C)(=O)=O.CCOS(C)(=O)=O.CCOS(C)(=O)=O.CCOS(C)(=O)=O.CCOS(C)(=O)=O.CCOS(C)(=O)=O.CCOS(C)(=O)=O.CCOS(C)(=O)=O. For the LUMO energy, the calculation gives 0.033 eV. The total energy is -202179.8277 eV. The HOMO energy comes out at -10.5313 eV. Its net charge is 0.

Each line ends with the Löwdin charge.
Cartesian coordinates (Å):
1 C -6.038 5.649 2.832  -0.0743
2 C -5.416 6.809 2.084  -0.2737
3 O -5.042 6.375 0.779  -0.2515
4 S -3.463 6.211 0.427  0.6235
5 C -3.117 4.679 1.278  -0.1165
6 O -3.336 6.063 -0.985  -0.2598
7 O -2.762 7.262 1.129  -0.3068
8 H -5.286 4.882 3.028  0.0411
9 H -6.733 5.054 2.235  0.0787
10 H -6.501 5.972 3.763  0.0829
11 H -6.101 7.655 2.012  0.1203
12 H -4.554 7.161 2.654  0.1089
13 H -2.108 4.385 1.004  0.0438
14 H -3.842 3.915 1.006  0.0445
15 H -3.179 4.873 2.345  0.0660
16 C 3.046 5.603 -0.194  -0.0571
17 C 2.693 5.654 1.286  -0.3065
18 O 1.279 5.613 1.417  -0.2651
19 S 0.642 5.955 2.885  0.6118
20 C 0.353 7.724 2.688  -0.0864
21 O -0.595 5.231 2.848  -0.2778
22 O 1.626 5.684 3.898  -0.2866
23 H 2.467 6.362 -0.722  0.0867
24 H 2.837 4.620 -0.613  0.0741
25 H 4.102 5.834 -0.328  0.0819
26 H 3.151 4.776 1.753  0.1123
27 H 3.172 6.534 1.723  0.1188
28 H 1.295 8.139 2.341  0.0688
29 H -0.178 8.115 3.548  0.0801
30 H -0.325 7.769 1.831  0.0565
31 C 1.120 -1.588 -0.515  -0.0414
32 C 1.651 -0.203 -0.195  -0.2252
33 O 0.571 0.732 -0.417  -0.2559
34 S -0.179 1.375 0.868  0.6357
35 C 1.129 2.295 1.664  -0.0988
36 O -1.107 2.300 0.285  -0.2501
37 O -0.596 0.300 1.741  -0.2781
38 H 0.371 -1.658 -1.303  0.0855
39 H 0.650 -1.990 0.386  0.0719
40 H 1.918 -2.254 -0.844  0.0386
41 H 2.067 -0.047 0.800  0.0973
42 H 2.438 0.104 -0.886  0.1076
43 H 1.847 1.589 2.077  0.0513
44 H 0.677 2.780 2.529  0.0640
45 H 1.602 3.021 1.013  0.0655
46 C -2.364 -7.731 -3.209  -0.0665
47 C -1.069 -7.587 -2.455  -0.2633
48 O -1.033 -6.298 -1.818  -0.2426
49 S 0.115 -5.986 -0.766  0.6038
50 C 0.981 -4.719 -1.698  -0.0993
51 O -0.499 -5.350 0.378  -0.2812
52 O 0.978 -7.133 -0.572  -0.2951
53 H -2.421 -7.083 -4.084  0.0817
54 H -3.273 -7.592 -2.625  0.0834
55 H -2.416 -8.742 -3.625  0.0838
56 H -0.822 -8.410 -1.787  0.1169
57 H -0.283 -7.626 -3.219  0.1161
58 H 1.516 -5.211 -2.513  0.0560
59 H 1.715 -4.217 -1.074  0.0364
60 H 0.233 -4.093 -2.182  0.0396
61 C -2.407 -0.118 -2.398  -0.0453
62 C -1.744 1.227 -2.666  -0.2757
63 O -2.000 1.595 -4.022  -0.2603
64 S -2.165 3.172 -4.330  0.5986
65 C -3.863 3.401 -3.779  -0.0981
66 O -1.271 3.873 -3.447  -0.2767
67 O -2.070 3.336 -5.741  -0.2728
68 H -3.476 -0.056 -2.609  0.0922
69 H -2.256 -0.527 -1.400  0.0335
70 H -2.057 -0.906 -3.070  0.0570
71 H -2.109 1.923 -1.910  0.0935
72 H -0.668 1.196 -2.499  0.1079
73 H -4.135 4.452 -3.720  0.0736
74 H -3.917 3.010 -2.763  0.0582
75 H -4.528 2.851 -4.439  0.0714
76 C 1.580 1.395 4.933  -0.0560
77 C 1.557 0.705 6.298  -0.2538
78 O 0.338 1.072 6.949  -0.2660
79 S 0.366 1.497 8.508  0.6078
80 C 1.137 3.125 8.397  -0.1038
81 O -0.985 1.665 8.954  -0.2707
82 O 1.272 0.609 9.193  -0.2889
83 H 1.299 0.757 4.098  0.0470
84 H 2.627 1.610 4.684  0.0864
85 H 1.045 2.338 5.015  0.0831
86 H 1.569 -0.377 6.150  0.1153
87 H 2.422 0.987 6.899  0.1108
88 H 0.863 3.647 9.310  0.0699
89 H 0.821 3.656 7.506  0.0702
90 H 2.202 2.901 8.432  0.0628
91 C -3.154 -0.854 0.625  -0.0653
92 C -3.434 0.145 1.754  -0.2760
93 O -4.843 0.168 1.993  -0.2489
94 S -5.548 1.559 1.508  0.6492
95 C -7.302 1.062 1.572  -0.0780
96 O -5.312 2.558 2.530  -0.2957
97 O -5.104 1.882 0.171  -0.2883
98 H -2.091 -1.045 0.496  0.0586
99 H -3.620 -0.468 -0.285  0.0541
100 H -3.685 -1.786 0.826  0.0905
101 H -2.905 -0.256 2.623  0.1191
102 H -2.976 1.116 1.566  0.0871
103 H -7.320 0.065 2.001  0.0665
104 H -7.751 1.126 0.587  0.0687
105 H -7.724 1.809 2.239  0.0630
106 C 2.155 -5.398 -5.191  -0.0536
107 C 1.740 -3.954 -5.290  -0.2954
108 O 0.379 -3.884 -5.730  -0.2556
109 S -0.614 -2.771 -5.103  0.6332
110 C 0.310 -1.289 -5.631  -0.0742
111 O -1.867 -2.763 -5.810  -0.2602
112 O -0.554 -2.929 -3.669  -0.3070
113 H 2.066 -5.849 -6.180  0.0891
114 H 1.489 -5.932 -4.511  0.0623
115 H 3.174 -5.510 -4.823  0.0811
116 H 1.847 -3.381 -4.366  0.0899
117 H 2.409 -3.450 -5.993  0.1173
118 H 1.322 -1.302 -5.234  0.0394
119 H -0.213 -0.430 -5.211  0.0677
120 H 0.326 -1.316 -6.716  0.0784
121 C 5.821 -3.436 -5.975  -0.0586
122 C 5.681 -3.099 -4.499  -0.2813
123 O 4.387 -2.514 -4.335  -0.2757
124 S 4.243 -1.283 -3.270  0.6089
125 C 4.666 -2.078 -1.734  -0.1168
126 O 5.243 -0.296 -3.588  -0.2702
127 O 2.859 -0.938 -3.276  -0.2676
128 H 6.800 -3.827 -6.256  0.0825
129 H 5.709 -2.543 -6.591  0.0871
130 H 5.074 -4.164 -6.292  0.0685
131 H 5.775 -3.994 -3.878  0.1208
132 H 6.498 -2.452 -4.173  0.1167
133 H 4.513 -1.344 -0.946  0.0765
134 H 5.704 -2.402 -1.736  0.0802
135 H 4.018 -2.941 -1.614  0.0440
136 C 1.370 -2.326 3.230  -0.0514
137 C 1.856 -3.687 2.754  -0.2516
138 O 3.301 -3.774 2.893  -0.2532
139 S 4.069 -4.621 1.737  0.6355
140 C 3.184 -6.196 1.728  -0.0963
141 O 3.760 -3.944 0.488  -0.3207
142 O 5.414 -4.845 2.183  -0.2700
143 H 1.216 -2.290 4.307  0.0758
144 H 0.372 -2.226 2.790  0.0785
145 H 1.951 -1.486 2.857  0.0723
146 H 1.388 -4.547 3.230  0.1284
147 H 1.647 -3.745 1.682  0.0798
148 H 2.230 -6.023 1.247  0.0299
149 H 3.222 -6.585 2.742  0.0829
150 H 3.777 -6.869 1.110  0.0803

=====

Density functional theory data (ωB97M-V with the def2-TZVPD basis set) for C6H20AsBeF6O8 as an isolated structure at a distorted geometry.

The energy above the lowest of the compared OMol25 structures with the same formula, charge and spin comes out at 171.8 kcal per mole. For the LUMO energy, the calculation gives -1.960 eV. The total energy is -100466.2118 eV. The HOMO energy comes out at -5.4617 eV. Its net charge is -1.

Each line ends with the natural charge from an NBO analysis.
Cartesian coordinates (Å):
1 Be -0.337 -0.484 -0.732  0.3604
2 C 1.332 -3.389 -3.053  0.8831
3 O 1.208 -2.225 -3.464  -0.4213
4 O 1.961 -4.278 -3.677  -0.4285
5 O 0.804 -3.716 -1.978  -0.3964
6 As 4.662 -1.215 2.410  2.7767
7 F 4.455 0.474 3.027  -0.6263
8 F 6.323 -1.192 3.172  -0.6432
9 F 4.960 -2.950 2.015  -0.6273
10 F 2.996 -1.230 1.616  -0.6248
11 F 5.513 -0.691 0.884  -0.6224
12 F 3.970 -1.834 3.951  -0.6333
13 C -0.878 -3.456 3.252  -0.2518
14 O -1.053 -2.127 2.802  -0.7232
15 H -0.446 -4.074 2.465  0.1883
16 H -0.141 -3.439 4.055  0.1783
17 H -1.866 -3.866 3.464  0.1496
18 H -1.228 -1.571 3.565  0.4599
19 C 3.292 3.315 -1.100  -0.2448
20 O 2.658 2.113 -1.456  -0.7076
21 H 4.362 3.117 -1.030  0.1678
22 H 3.077 3.990 -1.928  0.1467
23 H 2.974 3.650 -0.113  0.1830
24 H 2.823 2.044 -2.399  0.4564
25 C -4.506 -2.185 -2.328  -0.2612
26 O -4.094 -1.569 -1.125  -0.7062
27 H -3.621 -2.106 -2.959  0.1926
28 H -4.613 -3.270 -2.306  0.1599
29 H -5.439 -1.791 -2.732  0.1560
30 H -4.693 -1.894 -0.448  0.4593
31 C -1.300 3.944 -2.831  -0.2524
32 O -1.783 2.583 -2.649  -0.7204
33 H -0.433 4.332 -2.296  0.1940
34 H -1.035 4.070 -3.881  0.1578
35 H -2.155 4.580 -2.606  0.1583
36 H -2.686 2.575 -2.972  0.4623
37 C -2.847 2.246 2.157  -0.2390
38 O -1.526 2.190 1.808  -0.7110
39 H -3.593 1.989 1.404  0.1798
40 H -2.932 1.491 2.938  0.1502
41 H -3.158 3.182 2.622  0.1493
42 H -1.006 2.668 2.457  0.4713

=====

Density functional theory data (ωB97M-V with the def2-TZVPD basis set) for C6H6Cl2FeN2O3Pr as an isolated structure at a distorted geometry.

The energy above the lowest of the compared OMol25 structures with the same formula, charge and spin comes out at 0.0 kcal per mole. Its spin multiplicity is 8. For the LUMO energy (spin up / spin down), the calculation gives -14.352 / -17.786 eV. The total energy is -88896.0781 eV. The HOMO energy (spin up / spin down) comes out at -22.7151 / -22.7917 eV. Its net charge is +4. As for the expectation value of S²: 15.79.

Each line ends with the Mulliken spin population.
Cartesian coordinates (Å):
1 Pr -0.889 -5.644 -0.802  2.0398
2 Fe -0.223 -0.356 0.027  3.8342
3 Cl 1.550 -5.578 -1.262  -0.0334
4 Cl -0.074 -2.658 -0.116  0.0908
5 C -1.564 0.254 -1.132  0.0084
6 C -0.322 -8.132 -1.503  -0.0011
7 C -2.812 -7.623 -1.218  -0.0031
8 O -2.200 0.957 -1.811  0.0096
9 O -0.240 -9.226 -1.862  0.0009
10 O -3.211 -8.651 -1.513  0.0008
11 C 0.132 4.721 1.979  0.0241
12 N 0.795 3.885 0.947  0.5336
13 C 1.820 4.642 0.171  0.0313
14 C 0.588 2.616 0.879  -0.0555
15 N 0.307 1.491 0.596  0.3458
16 H 0.648 5.719 2.000  0.0037
17 H 0.283 4.307 2.994  0.0353
18 H -0.952 4.843 1.680  0.0451
19 H 2.835 4.133 0.274  0.0472
20 H 1.534 4.662 -0.904  0.0397
21 H 1.996 5.639 0.574  0.0029

=====

- Among the records above, which one has the highest net charge?
  C6H6Cl2FeN2O3Pr

=====

- Number 4 is which compound?
  C6H6Cl2FeN2O3Pr

=====

- The lowest net charge belongs to which entry?
  C6H20AsBeF6O8

=====

Repeat the fourth record exactly.
Density functional theory data (ωB97M-V with the def2-TZVPD basis set) for C6H6Cl2FeN2O3Pr as an isolated structure at a distorted geometry.

The energy above the lowest of the compared OMol25 structures with the same formula, charge and spin comes out at 0.0 kcal per mole. Its spin multiplicity is 8. For the LUMO energy (spin up / spin down), the calculation gives -14.352 / -17.786 eV. The total energy is -88896.0781 eV. The HOMO energy (spin up / spin down) comes out at -22.7151 / -22.7917 eV. Its net charge is +4. As for the expectation value of S²: 15.79.

Each line ends with the Mulliken spin population.
Cartesian coordinates (Å):
1 Pr -0.889 -5.644 -0.802  2.0398
2 Fe -0.223 -0.356 0.027  3.8342
3 Cl 1.550 -5.578 -1.262  -0.0334
4 Cl -0.074 -2.658 -0.116  0.0908
5 C -1.564 0.254 -1.132  0.0084
6 C -0.322 -8.132 -1.503  -0.0011
7 C -2.812 -7.623 -1.218  -0.0031
8 O -2.200 0.957 -1.811  0.0096
9 O -0.240 -9.226 -1.862  0.0009
10 O -3.211 -8.651 -1.513  0.0008
11 C 0.132 4.721 1.979  0.0241
12 N 0.795 3.885 0.947  0.5336
13 C 1.820 4.642 0.171  0.0313
14 C 0.588 2.616 0.879  -0.0555
15 N 0.307 1.491 0.596  0.3458
16 H 0.648 5.719 2.000  0.0037
17 H 0.283 4.307 2.994  0.0353
18 H -0.952 4.843 1.680  0.0451
19 H 2.835 4.133 0.274  0.0472
20 H 1.534 4.662 -0.904  0.0397
21 H 1.996 5.639 0.574  0.0029